Entry w
The following is a quantum chemistry calculation of a 7-piece molecular cluster, C28H35F21O14 overall, from the Open Molecules 2025 dataset.

Atoms and positions in Å:
C  -2.25  8.39  -3.15
C  -1.04  7.79  -2.37
O  -0.84  6.37  -2.58
C  -1.63  5.52  -1.81
O  -2.56  5.90  -1.06
C  -1.31  4.09  -1.93
F  -0.37  3.91  -2.81
F  -0.91  3.48  -0.81
F  -2.41  3.41  -2.35
H  -2.60  9.27  -2.60
H  -3.15  7.79  -3.05
H  -2.12  8.59  -4.21
H  -1.06  7.88  -1.28
H  -0.04  8.11  -2.67
C  2.43  -4.22  -4.27
C  1.86  -3.24  -3.21
O  2.81  -2.45  -2.55
C  3.18  -1.23  -3.01
O  2.78  -0.85  -4.09
C  3.91  -0.34  -2.01
F  5.06  0.11  -2.51
F  3.16  0.68  -1.75
F  4.05  -0.98  -0.91
H  2.60  -3.62  -5.17
H  1.70  -4.99  -4.53
H  3.38  -4.67  -3.99
H  1.38  -3.91  -2.50
H  0.94  -2.80  -3.58
C  -11.19  -1.69  -1.28
C  -10.16  -2.26  -0.29
O  -8.87  -1.73  -0.58
C  -7.87  -2.44  -1.15
O  -7.95  -3.67  -1.36
C  -6.59  -1.66  -1.51
F  -6.43  -1.80  -2.81
F  -6.68  -0.32  -1.20
F  -5.56  -2.18  -0.89
H  -12.01  -2.40  -1.23
H  -10.83  -1.52  -2.30
H  -11.68  -0.79  -0.92
H  -10.14  -3.34  -0.43
H  -10.54  -2.24  0.73
C  5.00  2.47  -0.16
C  5.55  3.16  1.02
O  6.55  4.06  0.68
C  7.79  3.68  0.38
O  8.21  2.54  0.28
C  8.67  4.93  0.28
F  9.36  4.92  -0.81
F  7.96  6.10  0.33
F  9.44  4.91  1.29
H  4.16  1.79  -0.04
H  5.84  1.92  -0.60
H  4.72  3.24  -0.88
H  5.77  2.44  1.81
H  4.77  3.79  1.45
C  1.52  0.41  0.90
C  0.79  -0.99  0.72
O  -0.53  -0.77  0.29
C  -0.87  -0.06  -0.88
O  -0.05  0.36  -1.71
C  -2.45  0.22  -0.96
F  -2.60  1.46  -0.56
F  -2.79  0.03  -2.20
F  -3.13  -0.64  -0.20
H  1.15  1.06  1.69
H  1.63  1.05  0.03
H  2.56  0.14  1.09
H  0.79  -1.61  1.61
H  1.31  -1.55  -0.06
C  -3.09  -4.06  -2.24
C  -1.73  -3.82  -1.52
O  -1.38  -4.94  -0.82
C  -0.33  -4.96  0.00
O  0.52  -4.15  0.01
C  -0.25  -6.22  0.92
F  0.81  -6.20  1.72
F  -1.27  -6.21  1.70
F  -0.10  -7.20  0.11
H  -3.92  -4.24  -1.57
H  -3.17  -4.97  -2.85
H  -3.36  -3.21  -2.86
H  -1.83  -3.00  -0.81
H  -0.91  -3.51  -2.17
C  1.97  -0.83  4.66
C  2.01  -0.16  6.13
O  2.71  -1.01  7.04
C  3.07  -0.65  8.34
O  2.83  0.45  8.88
C  3.95  -1.70  9.11
F  4.86  -1.26  9.99
F  3.23  -2.46  9.86
F  4.55  -2.44  8.20
H  2.63  -1.69  4.66
H  2.15  -0.06  3.91
H  0.99  -1.27  4.43
H  0.96  0.03  6.38
H  2.56  0.77  5.99

## Properties
* gap between HOMO and LUMO: 11.350 eV
* HOMO: -11.1 eV
* SMILES: CCOC(=O)C(F)(F)F.CCOC(=O)C(F)(F)F.CCOC(=O)C(F)(F)F.CCOC(=O)C(F)(F)F.CCOC(=O)C(F)(F)F.CCOC(=O)C(F)(F)F.CCOC(=O)C(F)(F)F

Entry x
The following is a quantum chemistry calculation of a 7-piece molecular cluster, C28H35F21O14 overall, from the Open Molecules 2025 dataset.

Atoms and positions in Å:
C  51.92  65.26  41.14
C  51.42  66.51  41.55
O  51.81  67.48  40.57
C  51.35  68.82  40.60
O  50.55  69.34  41.46
C  51.79  69.71  39.41
F  52.86  69.10  38.80
F  50.78  69.69  38.52
F  52.12  70.84  39.91
H  51.65  64.96  40.03
H  51.46  64.46  41.77
H  52.94  65.18  41.16
H  51.64  66.79  42.56
H  50.22  66.35  41.29
C  55.98  54.18  35.05
C  55.23  54.23  36.42
O  54.00  54.93  36.33
C  53.58  55.63  37.35
O  53.95  55.56  38.57
C  52.43  56.50  36.94
F  52.97  57.44  36.12
F  51.43  55.85  36.32
F  51.88  57.04  38.03
H  56.03  55.25  34.59
H  55.47  53.69  34.32
H  56.98  53.85  35.30
H  55.96  54.52  37.13
H  55.10  53.19  36.59
C  50.68  59.18  42.58
C  50.80  60.29  43.54
O  50.41  59.86  44.83
C  49.82  60.68  45.75
O  49.78  61.95  45.70
C  49.40  59.93  47.02
F  50.36  59.61  47.93
F  48.44  60.67  47.68
F  48.91  58.76  46.68
H  50.85  59.43  41.56
H  49.67  58.72  42.65
H  51.44  58.41  42.93
H  49.96  60.95  43.30
H  51.66  61.00  43.55
C  58.36  59.63  43.02
C  57.26  60.59  42.55
O  57.80  61.74  41.96
C  56.92  62.82  41.73
O  55.79  62.89  42.12
C  57.68  63.98  41.33
F  59.05  63.97  41.65
F  57.82  64.09  39.97
F  57.14  65.04  41.95
H  59.17  60.23  43.50
H  58.76  59.07  42.04
H  58.00  58.91  43.86
H  56.67  60.68  43.54
H  56.65  59.89  42.17
C  52.52  61.74  39.93
C  53.85  60.87  39.63
O  53.65  59.52  40.00
C  53.80  59.07  41.17
O  54.11  59.78  42.12
C  54.00  57.54  41.23
F  52.76  56.90  40.94
F  54.98  57.26  40.34
F  54.35  57.20  42.52
H  51.58  61.34  39.42
H  52.68  62.66  39.42
H  52.29  61.78  40.93
H  54.52  61.46  40.20
H  54.11  61.19  38.76
C  56.03  62.38  35.77
C  56.66  61.72  36.99
O  56.35  60.41  36.70
C  56.70  59.41  37.61
O  57.04  59.59  38.75
C  56.61  57.95  37.04
F  56.55  56.98  37.99
F  55.52  57.88  36.31
F  57.67  57.79  36.31
H  56.45  62.04  34.90
H  56.05  63.57  35.73
H  54.95  62.24  35.74
H  56.21  62.06  37.87
H  57.57  61.71  37.04
C  51.87  54.41  44.06
C  52.06  53.95  42.65
O  51.19  54.85  41.92
C  51.16  54.73  40.58
O  51.90  53.97  39.92
C  49.97  55.41  39.86
F  48.81  55.09  40.40
F  50.12  56.73  39.95
F  49.98  55.10  38.49
H  51.93  55.43  44.36
H  52.65  53.83  44.70
H  50.81  54.10  44.54
H  51.89  52.82  42.50
H  53.08  54.19  42.34

## Properties
* gap between HOMO and LUMO: 11.084 eV
* HOMO: -11.0 eV
* SMILES: CCOC(=O)C(F)(F)F.CCOC(=O)C(F)(F)F.CCOC(=O)C(F)(F)F.CCOC(=O)C(F)(F)F.CCOC(=O)C(F)(F)F.CCOC(=O)C(F)(F)F.CCOC(=O)C(F)(F)F

Tell me which of them is the least stable. Sure, it is entry x.